Record 1
This record from the OMol25 dataset describes a 10-piece molecular cluster, C50H115N5O10 overall. The level of theory is ωB97M-V/def2-TZVPD.

The value obtained for the HOMO-LUMO gap is 8.9 eV. Its structure (SMILES) is CC1(C)CCCC(C)(C)N1O.CC1(C)CCCC(C)(C)N1O.CC1(C)CCCC(C)(C)N1O.CC1(C)CCCC(C)(C)N1O.CC1(C)CCCC(C)(C)N1O.CO.CO.CO.CO.CO. The energy above the lowest of the compared OMol25 structures with the same formula, charge and spin is 89.9 kJ/mol. The LUMO energy is 0.0190 Eh. The HOMO energy comes out at -0.308 hartree.

Each line ends with the Löwdin charge.
Cartesian coordinates (Å):
C (7.76, 7.65, 15.58)  -0.18
O (7.33, 8.96, 15.33)  -0.15
H (7.45, 7.32, 16.58)  0.08
H (7.24, 6.99, 14.86)  0.09
H (8.79, 7.52, 15.35)  0.06
H (7.88, 9.67, 15.76)  0.06
C (11.80, 9.53, 13.08)  -0.07
O (12.25, 10.66, 12.25)  -0.19
H (11.18, 8.91, 12.49)  0.07
H (12.68, 8.97, 13.33)  0.08
H (11.28, 9.88, 14.02)  0.08
H (11.37, 11.13, 12.09)  0.07
C (8.51, 10.92, 12.29)  -0.13
O (9.66, 11.75, 12.26)  -0.18
H (8.38, 10.47, 11.28)  0.08
H (8.57, 10.06, 13.03)  0.10
H (7.65, 11.59, 12.47)  0.08
H (9.44, 12.41, 11.56)  0.04
C (14.66, 11.13, 10.27)  -0.11
O (14.59, 11.92, 11.44)  -0.15
H (15.57, 11.43, 9.73)  0.09
H (14.86, 10.14, 10.53)  0.07
H (13.73, 11.25, 9.74)  0.07
H (13.83, 11.51, 11.86)  0.03
C (12.70, 13.58, 13.74)  -0.09
O (12.65, 12.35, 14.50)  -0.16
H (13.47, 13.62, 12.96)  0.06
H (11.68, 13.79, 13.37)  0.06
H (12.98, 14.29, 14.59)  0.10
H (12.36, 11.66, 13.89)  0.02
C (17.98, 12.24, 20.13)  -0.06
C (17.42, 12.98, 18.91)  -0.52
C (18.48, 13.99, 18.40)  -0.15
C (18.18, 14.55, 17.07)  -0.18
C (17.92, 13.42, 16.03)  -0.13
C (16.80, 12.51, 16.45)  -0.51
N (17.25, 11.95, 17.81)  -0.04
O (16.24, 11.07, 18.31)  -0.05
C (15.49, 13.27, 16.44)  -0.02
C (16.76, 11.33, 15.52)  -0.04
C (16.17, 13.65, 19.41)  -0.03
H (18.95, 11.69, 19.95)  0.09
H (17.25, 11.50, 20.54)  0.10
H (18.32, 13.01, 20.81)  0.07
H (18.41, 14.84, 19.12)  0.13
H (19.47, 13.53, 18.52)  0.12
H (18.98, 15.24, 16.72)  0.12
H (17.27, 15.21, 17.16)  0.10
H (18.85, 12.85, 16.02)  0.12
H (17.64, 13.80, 15.07)  0.08
H (15.56, 14.36, 16.72)  0.06
H (15.05, 13.15, 15.44)  0.08
H (14.79, 12.88, 17.14)  0.07
H (16.74, 11.63, 14.47)  0.07
H (17.73, 10.78, 15.50)  0.10
H (15.96, 10.59, 15.74)  0.09
H (15.69, 14.15, 18.54)  0.05
H (16.33, 14.44, 20.12)  0.10
H (15.50, 12.90, 19.70)  0.07
H (16.46, 10.18, 18.04)  0.09
C (7.45, 14.87, 12.32)  -0.03
C (8.54, 15.17, 11.32)  -0.49
C (9.88, 15.34, 12.03)  -0.13
C (11.08, 15.48, 11.05)  -0.16
C (11.17, 14.27, 10.12)  -0.13
C (9.85, 13.99, 9.36)  -0.47
N (8.78, 13.93, 10.43)  -0.08
O (7.54, 13.83, 9.75)  -0.04
C (9.54, 15.01, 8.24)  -0.01
C (9.93, 12.54, 8.78)  -0.02
C (8.13, 16.42, 10.55)  -0.01
H (7.53, 15.68, 13.10)  0.11
H (7.59, 13.87, 12.83)  0.07
H (6.53, 14.91, 11.72)  0.09
H (9.90, 16.16, 12.73)  0.11
H (10.07, 14.47, 12.69)  0.09
H (12.04, 15.51, 11.62)  0.12
H (11.09, 16.41, 10.55)  0.09
H (11.46, 13.37, 10.69)  0.10
H (11.91, 14.34, 9.33)  0.12
H (10.00, 15.96, 8.53)  0.08
H (10.01, 14.69, 7.33)  0.08
H (8.49, 15.05, 8.06)  0.07
H (10.51, 12.47, 7.86)  0.08
H (10.36, 11.95, 9.63)  0.08
H (8.94, 12.20, 8.42)  0.09
H (7.59, 16.10, 9.73)  0.05
H (8.98, 16.99, 10.15)  0.09
H (7.51, 17.00, 11.17)  0.07
H (7.36, 12.92, 9.92)  0.08
C (10.40, 17.88, 18.16)  -0.02
C (11.52, 18.37, 17.21)  -0.51
C (11.85, 19.89, 17.47)  -0.10
C (13.22, 20.34, 16.81)  -0.13
C (14.29, 19.41, 17.48)  -0.16
C (14.09, 17.94, 17.18)  -0.55
N (12.72, 17.62, 17.55)  -0.07
O (12.41, 16.18, 17.39)  -0.06
C (14.49, 17.68, 15.66)  -0.01
C (15.03, 17.11, 18.02)  -0.04
C (11.09, 18.19, 15.73)  -0.03
H (9.58, 18.58, 18.03)  0.08
H (10.72, 17.92, 19.24)  0.11
H (10.10, 16.91, 17.90)  0.04
H (11.01, 20.52, 17.24)  0.10
H (12.03, 20.02, 18.54)  0.11
H (13.46, 21.38, 17.06)  0.10
H (13.30, 20.18, 15.70)  0.10
H (14.26, 19.55, 18.55)  0.11
H (15.32, 19.65, 17.18)  0.12
H (14.63, 16.60, 15.49)  0.07
H (13.75, 18.07, 14.92)  0.07
H (15.49, 18.16, 15.60)  0.09
H (16.06, 17.42, 17.79)  0.10
H (14.90, 17.35, 19.10)  0.11
H (14.81, 16.08, 17.85)  0.04
H (11.02, 17.12, 15.46)  0.07
H (11.83, 18.60, 15.06)  0.05
H (10.06, 18.63, 15.51)  0.11
H (12.30, 16.05, 16.39)  0.09
C (11.52, 11.35, 18.34)  -0.01
C (10.15, 10.74, 17.99)  -0.51
C (9.04, 10.77, 19.03)  -0.11
C (8.51, 12.24, 19.13)  -0.17
C (7.99, 12.81, 17.84)  -0.15
C (9.02, 12.64, 16.71)  -0.47
N (9.52, 11.19, 16.77)  -0.06
O (10.35, 10.98, 15.60)  -0.07
C (8.24, 12.82, 15.39)  -0.04
C (10.11, 13.71, 16.78)  -0.02
C (10.43, 9.22, 17.71)  -0.02
H (12.09, 11.31, 17.41)  0.08
H (12.08, 10.80, 19.13)  0.10
H (11.57, 12.38, 18.61)  0.05
H (8.22, 10.15, 18.75)  0.10
H (9.53, 10.41, 19.93)  0.12
H (9.39, 12.82, 19.45)  0.11
H (7.76, 12.34, 19.93)  0.11
H (7.84, 13.85, 17.92)  0.11
H (7.06, 12.26, 17.49)  0.15
H (7.63, 11.92, 15.32)  0.08
H (7.54, 13.67, 15.48)  0.09
H (8.91, 12.95, 14.49)  0.08
H (11.01, 13.40, 16.21)  0.08
H (9.76, 14.62, 16.29)  0.08
H (10.34, 14.04, 17.76)  0.06
H (10.95, 9.15, 16.77)  0.07
H (9.47, 8.73, 17.54)  0.06
H (10.91, 8.64, 18.52)  0.09
H (10.99, 11.71, 15.59)  0.04
C (17.66, 12.95, 11.74)  -0.01
C (17.72, 14.48, 11.43)  -0.48
C (18.88, 14.75, 10.47)  -0.14
C (18.88, 16.14, 9.78)  -0.17
C (17.46, 16.30, 9.23)  -0.14
C (16.26, 15.97, 10.16)  -0.53
N (16.42, 14.67, 10.77)  -0.07
O (15.37, 14.52, 11.75)  -0.05
C (16.02, 17.07, 11.19)  -0.03
C (15.01, 15.86, 9.25)  -0.04
C (17.93, 15.32, 12.74)  -0.02
H (17.67, 12.39, 10.80)  0.09
H (16.75, 12.82, 12.23)  0.03
H (18.46, 12.66, 12.43)  0.09
H (19.72, 14.56, 11.12)  0.11
H (18.83, 13.95, 9.68)  0.13
H (19.63, 16.16, 8.99)  0.11
H (19.12, 16.91, 10.51)  0.10
H (17.32, 15.53, 8.32)  0.16
H (17.38, 17.31, 8.88)  0.10
H (15.89, 16.52, 12.16)  0.08
H (16.91, 17.74, 11.26)  0.08
H (15.15, 17.76, 11.05)  0.09
H (15.14, 15.02, 8.56)  0.08
H (14.10, 15.64, 9.81)  0.06
H (14.81, 16.76, 8.69)  0.08
H (17.20, 15.15, 13.55)  0.07
H (18.06, 16.34, 12.53)  0.03
H (18.92, 14.98, 13.21)  0.11
H (15.16, 13.61, 11.72)  0.00

Record 2
This record from the OMol25 dataset describes a 9-piece molecular cluster, C50H115N5O10 overall. The level of theory is ωB97M-V/def2-TZVPD.

The value obtained for the HOMO-LUMO gap (alpha / beta) is 6.7 / 2.4 eV. The energy above the lowest of the compared OMol25 structures with the same formula, charge and spin is 0.0 kJ/mol. Its total charge is +1. The LUMO energy (alpha / beta) is -0.1012 / -0.2576 Eh. The HOMO energy (alpha / beta) comes out at -0.346 / -0.346 hartree. Its spin multiplicity is 2. Its expectation value of S² is 0.754.

Each line ends with the Löwdin charge.
Cartesian coordinates (Å):
C (0.84, 3.13, -4.67)  -0.08
C (0.88, 1.65, -4.39)  -0.28
O (-0.50, 1.18, -4.52)  -0.11
H (0.32, 3.29, -5.61)  0.08
H (1.89, 3.42, -4.64)  0.08
H (0.33, 3.78, -3.97)  0.08
H (1.26, 1.50, -3.39)  0.10
H (1.39, 0.99, -5.09)  0.10
H (-0.60, 0.81, -5.40)  0.07
C (0.44, -0.32, -1.24)  -0.08
C (-0.74, 0.55, -1.21)  -0.37
O (-1.74, -0.05, -1.91)  -0.06
H (0.31, -1.30, -0.77)  0.07
H (1.23, 0.34, -0.89)  0.09
H (0.72, -0.50, -2.28)  0.05
H (-0.55, 1.49, -1.73)  0.11
H (-0.97, 0.64, -0.15)  0.12
H (-1.48, 0.06, -2.82)  0.06
C (-5.97, 0.06, 0.84)  -0.06
C (-4.92, 0.74, -0.14)  -0.30
O (-4.18, 1.75, 0.47)  -0.10
H (-5.49, -0.54, 1.60)  0.05
H (-6.62, -0.61, 0.28)  0.07
H (-6.62, 0.74, 1.39)  0.07
H (-5.55, 1.26, -0.87)  0.10
H (-4.23, 0.08, -0.66)  0.09
H (-3.38, 1.96, -0.02)  0.06
C (-2.98, -4.63, -1.84)  -0.11
C (-3.65, -3.53, -1.15)  -0.30
O (-3.90, -2.49, -2.14)  -0.10
H (-2.77, -5.55, -1.29)  0.08
H (-1.98, -4.40, -2.21)  0.06
H (-3.56, -4.91, -2.72)  0.08
H (-3.05, -3.04, -0.38)  0.11
H (-4.63, -3.79, -0.75)  0.12
H (-3.04, -2.04, -2.16)  0.03
C (2.92, -5.80, 4.65)  -0.06
C (2.12, -5.59, 3.34)  -0.41
C (0.61, -5.72, 3.80)  -0.13
C (-0.31, -5.23, 2.72)  -0.17
C (0.07, -3.75, 2.24)  -0.13
C (1.50, -3.56, 1.84)  -0.49
N (2.43, -4.17, 2.78)  -0.10
O (3.78, -3.85, 2.54)  0.00
C (1.64, -4.01, 0.32)  -0.02
C (1.75, -1.99, 1.84)  -0.03
C (2.63, -6.66, 2.37)  -0.04
H (3.92, -6.23, 4.62)  0.07
H (2.46, -6.52, 5.32)  0.08
H (3.08, -4.96, 5.34)  0.08
H (0.27, -6.73, 4.03)  0.13
H (0.45, -5.04, 4.64)  0.11
H (-1.35, -5.55, 2.79)  0.11
H (-0.11, -5.81, 1.82)  0.09
H (-0.06, -3.06, 3.08)  0.09
H (-0.56, -3.44, 1.40)  0.11
H (1.56, -5.10, 0.40)  0.06
H (0.93, -3.53, -0.35)  0.06
H (2.65, -3.83, -0.04)  0.07
H (0.83, -1.58, 1.43)  0.05
H (1.98, -1.43, 2.75)  0.08
H (2.42, -1.67, 1.04)  0.07
H (3.32, -6.17, 1.68)  0.08
H (1.81, -7.16, 1.86)  0.08
H (3.34, -7.38, 2.76)  0.08
H (4.02, -3.15, 3.15)  0.10
C (0.35, -1.93, -5.52)  0.01
C (0.54, -3.33, -6.13)  -0.45
C (0.00, -3.37, -7.59)  -0.06
C (1.05, -2.75, -8.63)  -0.13
C (2.47, -3.27, -8.48)  -0.14
C (2.97, -3.36, -7.00)  -0.43
N (1.87, -3.78, -6.13)  0.04
O (2.30, -4.01, -4.92)  0.13
C (4.14, -4.49, -7.09)  0.02
C (3.55, -2.02, -6.68)  0.00
C (-0.34, -4.26, -5.20)  0.01
H (-0.72, -1.70, -5.46)  0.11
H (0.87, -1.20, -6.14)  0.07
H (0.77, -1.75, -4.52)  0.09
H (-0.36, -4.34, -7.94)  0.13
H (-0.85, -2.70, -7.66)  0.12
H (1.10, -1.71, -8.32)  0.10
H (0.90, -2.72, -9.71)  0.13
H (3.06, -2.51, -8.99)  0.13
H (2.68, -4.23, -8.94)  0.12
H (3.92, -5.55, -7.25)  0.10
H (4.83, -4.05, -7.81)  0.09
H (4.73, -4.54, -6.17)  0.08
H (2.85, -1.20, -6.82)  0.09
H (3.85, -2.08, -5.64)  0.09
H (4.49, -1.89, -7.23)  0.12
H (-1.40, -3.98, -5.19)  0.11
H (-0.02, -4.37, -4.17)  0.08
H (-0.25, -5.30, -5.51)  0.10
H (2.75, -3.19, -4.68)  0.13
C (4.66, 4.84, 5.35)  -0.03
C (3.52, 3.86, 5.35)  -0.50
C (2.15, 4.54, 5.21)  -0.13
C (1.93, 5.09, 3.76)  -0.15
C (2.10, 3.95, 2.75)  -0.13
C (3.32, 3.02, 2.87)  -0.48
N (3.57, 2.79, 4.32)  -0.15
O (4.78, 2.21, 4.49)  -0.03
C (2.91, 1.61, 2.41)  -0.04
C (4.57, 3.56, 2.21)  -0.03
C (3.46, 3.10, 6.75)  -0.02
H (4.98, 5.12, 6.35)  0.08
H (4.16, 5.76, 5.06)  0.07
H (5.56, 4.61, 4.77)  0.08
H (1.30, 3.91, 5.48)  0.11
H (2.31, 5.39, 5.87)  0.12
H (2.65, 5.89, 3.64)  0.10
H (0.98, 5.60, 3.60)  0.11
H (2.12, 4.50, 1.81)  0.11
H (1.20, 3.37, 2.56)  0.10
H (3.70, 1.06, 1.90)  0.08
H (2.55, 1.02, 3.25)  0.08
H (2.17, 1.69, 1.61)  0.07
H (4.80, 4.51, 2.70)  0.08
H (5.48, 2.97, 2.26)  0.08
H (4.41, 3.74, 1.14)  0.08
H (2.47, 2.65, 6.64)  0.06
H (3.38, 3.79, 7.60)  0.08
H (4.17, 2.31, 6.97)  0.07
H (4.47, 1.39, 4.90)  0.11
C (-1.38, 1.34, 3.43)  -0.04
C (-2.01, 0.44, 4.49)  -0.48
C (-2.07, -0.94, 3.85)  -0.17
C (-2.31, -2.09, 4.78)  -0.20
C (-1.32, -2.03, 5.94)  -0.12
C (-1.26, -0.66, 6.71)  -0.49
N (-1.08, 0.42, 5.67)  -0.05
O (-0.93, 1.72, 6.34)  -0.02
C (-2.59, -0.54, 7.52)  -0.02
C (-0.09, -0.62, 7.59)  -0.07
C (-3.48, 0.90, 4.76)  -0.01
H (-0.33, 1.09, 3.31)  0.07
H (-1.35, 2.30, 3.95)  0.08
H (-1.87, 1.28, 2.46)  0.08
H (-2.84, -1.13, 3.10)  0.12
H (-1.12, -1.18, 3.38)  0.10
H (-2.24, -3.01, 4.21)  0.10
H (-3.34, -2.04, 5.12)  0.11
H (-0.33, -2.31, 5.58)  0.11
H (-1.58, -2.82, 6.65)  0.12
H (-2.66, 0.43, 8.02)  0.08
H (-3.44, -0.73, 6.87)  0.07
H (-2.64, -1.36, 8.24)  0.09
H (0.86, -0.81, 7.10)  0.09
H (0.20, 0.32, 8.05)  0.08
H (-0.16, -1.13, 8.55)  0.09
H (-4.35, 0.28, 4.57)  0.09
H (-3.75, 1.67, 4.04)  0.07
H (-3.46, 1.48, 5.69)  0.07
H (-1.83, 1.90, 6.62)  0.06
C (-0.19, 7.32, -5.80)  -0.13
O (-1.26, 7.93, -5.18)  -0.14
C (-2.39, 7.13, -5.17)  -0.30
C (-3.50, 7.70, -4.41)  -0.23
N (-4.65, 6.83, -4.41)  -0.05
C (-4.98, 6.30, -3.05)  -0.16
C (-4.21, 5.02, -2.58)  -0.20
O (-4.49, 3.85, -3.36)  -0.20
C (-3.63, 2.77, -3.12)  -0.10
H (0.71, 7.91, -5.61)  0.09
H (-0.26, 7.26, -6.88)  0.09
H (0.04, 6.34, -5.38)  0.07
H (-2.20, 6.09, -4.90)  0.11
H (-2.64, 6.81, -6.18)  0.13
H (-3.82, 8.65, -4.83)  0.12
H (-3.05, 7.95, -3.45)  0.13
H (-4.52, 6.01, -4.99)  0.10
H (-6.02, 6.02, -3.25)  0.11
H (-4.88, 7.02, -2.24)  0.12
H (-4.49, 4.87, -1.54)  0.12
H (-3.15, 5.20, -2.75)  0.10
H (-3.85, 2.23, -2.19)  0.06
H (-2.60, 3.13, -3.10)  0.07
H (-3.78, 2.13, -3.99)  0.10